The following is a quantum chemistry calculation of a 8-piece molecular cluster, C51H86N4O16P overall at a distorted geometry, from the OMol25 dataset.

Results
Charge ... +1
E ... -3758.7843 hartree
2S+1 ... 1
Gap between HOMO and LUMO ... 8.474 eV
Max |F| ... 2.973 eV/Å

Element x y z (Å)
1 C -4.026 1.263 4.492
2 C -5.247 1.905 4.507
3 C -5.535 3.162 3.595
4 C -4.296 4.062 3.398
5 C -3.443 4.508 4.473
6 P -3.651 4.127 6.279
7 N -5.151 4.254 6.789
8 N -2.470 5.307 3.826
9 C -1.400 5.996 4.571
10 C -0.443 5.036 5.360
11 C 0.755 4.449 4.501
12 C 0.571 2.863 4.438
13 C 2.109 4.718 5.259
14 C -2.666 5.387 2.481
15 C -1.842 6.190 1.452
16 C -0.615 5.414 0.852
17 C 0.452 6.461 0.297
18 C 1.791 6.392 1.124
19 N 2.917 5.715 0.423
20 C 2.463 4.553 -0.393
21 C 3.712 5.112 1.519
22 C 4.990 5.772 2.098
23 O 3.314 4.074 2.004
24 N -3.782 4.629 2.229
25 C -4.470 4.391 0.943
26 C -3.668 3.487 -0.052
27 C -3.536 1.977 0.398
28 C -2.018 1.593 0.627
29 O -1.846 1.118 1.967
30 C -0.772 0.168 2.065
31 H -3.482 1.120 5.460
32 H -3.602 0.883 3.536
33 H -6.030 1.529 5.208
34 H -5.989 2.789 2.645
35 H -6.301 3.765 4.149
36 H -2.778 5.032 6.974
37 H -3.097 2.835 6.488
38 H -5.731 4.530 5.990
39 H -1.879 6.675 5.330
40 H -0.820 6.676 3.898
41 H -0.949 4.177 5.862
42 H 0.014 5.652 6.183
43 H 0.735 4.790 3.442
44 H 0.482 2.440 5.467
45 H -0.270 2.592 3.754
46 H 1.520 2.474 3.983
47 H 2.662 5.624 4.904
48 H 2.792 3.849 5.063
49 H 1.939 4.749 6.368
50 H -2.570 6.548 0.673
51 H -1.505 7.125 1.980
52 H -0.957 4.752 0.020
53 H -0.157 4.751 1.634
54 H 0.008 7.473 0.512
55 H 0.577 6.412 -0.808
56 H 2.115 7.458 1.294
57 H 1.589 5.957 2.134
58 H 2.171 4.969 -1.397
59 H 3.377 3.936 -0.602
60 H 1.633 3.958 0.057
61 H 5.092 5.383 3.147
62 H 5.877 5.375 1.544
63 H 4.943 6.884 2.127
64 H -5.483 3.950 1.065
65 H -4.620 5.400 0.470
66 H -2.669 3.912 -0.301
67 H -4.250 3.486 -1.014
68 H -3.901 1.337 -0.446
69 H -4.186 1.738 1.276
70 H -1.323 2.464 0.437
71 H -1.713 0.805 -0.113
72 H -0.702 -0.527 1.198
73 H -0.982 -0.465 2.972
74 H 0.211 0.675 2.280
75 O 1.545 -1.130 -0.180
76 C 1.724 -2.031 0.594
77 O 0.992 -2.204 1.725
78 C 1.530 -3.305 2.482
79 C 2.295 -4.139 1.477
80 C 2.794 -3.092 0.495
81 H 2.175 -2.904 3.268
82 H 0.717 -3.864 2.943
83 H 3.090 -4.732 1.928
84 H 1.615 -4.824 0.969
85 H 3.750 -2.664 0.805
86 H 2.861 -3.486 -0.517
87 O -0.362 5.403 -3.598
88 C 0.567 5.046 -4.274
89 O 1.564 5.867 -4.685
90 C 2.449 5.149 -5.561
91 C 2.239 3.687 -5.226
92 C 0.776 3.655 -4.823
93 H 2.179 5.381 -6.594
94 H 3.476 5.468 -5.385
95 H 2.482 3.018 -6.050
96 H 2.862 3.409 -4.371
97 H 0.121 3.510 -5.683
98 H 0.585 2.901 -4.061
99 O 0.911 -6.997 1.055
100 C 0.230 -7.037 0.064
101 O -0.347 -8.167 -0.402
102 C -0.997 -7.896 -1.659
103 C -1.250 -6.403 -1.661
104 C -0.071 -5.877 -0.860
105 H -0.332 -8.206 -2.469
106 H -1.924 -8.467 -1.722
107 H -1.326 -5.982 -2.662
108 H -2.182 -6.183 -1.132
109 H 0.800 -5.690 -1.491
110 H -0.334 -4.985 -0.294
111 O 8.428 0.073 3.782
112 C 7.586 0.665 3.174
113 O 6.251 0.531 3.405
114 C 5.515 1.291 2.435
115 C 6.486 2.339 1.932
116 C 7.821 1.621 2.026
117 H 5.184 0.616 1.641
118 H 4.639 1.737 2.906
119 H 6.250 2.698 0.929
120 H 6.484 3.200 2.606
121 H 8.040 1.046 1.124
122 H 8.635 2.307 2.249
123 O 0.235 2.697 -7.934
124 C 0.523 1.534 -8.000
125 O 1.188 0.868 -7.020
126 C 1.470 -0.472 -7.456
127 C 0.457 -0.758 -8.545
128 C 0.254 0.615 -9.166
129 H 2.498 -0.509 -7.823
130 H 1.372 -1.157 -6.614
131 H 0.789 -1.516 -9.253
132 H -0.480 -1.101 -8.100
133 H 0.982 0.819 -9.954
134 H -0.760 0.744 -9.540
135 O 1.258 -9.005 -3.276
136 C 1.281 -10.163 -3.592
137 O 0.463 -10.703 -4.528
138 C 0.670 -12.124 -4.587
139 C 2.055 -12.348 -4.015
140 C 2.167 -11.229 -2.993
141 H -0.108 -12.613 -3.996
142 H 0.592 -12.461 -5.620
143 H 2.192 -13.344 -3.595
144 H 2.806 -12.207 -4.797
145 H 1.764 -11.522 -2.022
146 H 3.191 -10.875 -2.892
147 O -4.473 -7.549 -3.025
148 C -5.073 -8.482 -2.571
149 O -5.260 -9.652 -3.235
150 C -6.109 -10.515 -2.463
151 C -5.987 -10.020 -1.035
152 C -5.764 -8.530 -1.228
153 H -7.130 -10.433 -2.845
154 H -5.775 -11.546 -2.570
155 H -6.854 -10.260 -0.421
156 H -5.107 -10.465 -0.563
157 H -6.706 -7.981 -1.294
158 H -5.131 -8.112 -0.448



The following is a quantum chemistry calculation of an isolated ion of composition C3H3N2O and charge +1 at a distorted geometry, from the OMol25 dataset.

Results
Energy above the lowest of the compared OMol25 structures with the same formula, charge and spin ... 131.71 kcal/mol
Charge ... +1
E ... -300.3595 hartree
2S+1 ... 1
Gap between HOMO and LUMO ... 9.388 eV
Max |F| ... 3.744 eV/Å

Element x y z (Å)
1 C 1.157 1.463 -0.043
2 C -0.006 -1.343 0.025
3 C -0.837 0.796 0.029
4 N 1.172 -0.934 -0.066
5 N 1.401 0.301 -0.101
6 O -0.997 -0.472 -0.016
7 H -0.182 -2.454 -0.077
8 H -0.946 1.224 1.044
9 H -0.761 1.420 -0.795



The following is a quantum chemistry calculation of C30H29IMnN5O4S as an isolated structure, from the OMol25 dataset.

Results
Energy above the lowest of the compared OMol25 structures with the same formula, charge and spin ... 0.00 kcal/mol
Charge ... -1
E ... -3582.3165 hartree
2S+1 ... 2
Gap between HOMO and LUMO (spin up / spin down) ... 6.538 / 5.995 eV
Expectation value of S² ... 0.776
Max |F| ... 0.150 eV/Å

Element x y z (Å)
1 Mn -0.785 0.323 0.342
2 O 1.077 0.967 0.231
3 C 1.951 0.514 -0.609
4 C 3.149 1.255 -0.801
5 C 4.160 0.829 -1.630
6 C 4.046 -0.376 -2.330
7 C 2.888 -1.108 -2.181
8 C 1.830 -0.700 -1.354
9 C 0.669 -1.567 -1.298
10 N -0.402 -1.289 -0.639
11 N -1.401 -2.258 -0.651
12 C -2.459 -1.788 -0.023
13 O -2.566 -0.636 0.503
14 C -3.617 -2.727 0.121
15 C -4.731 -2.312 0.843
16 C -5.811 -3.167 1.021
17 C -5.786 -4.443 0.477
18 C -4.676 -4.860 -0.248
19 C -3.597 -4.008 -0.426
20 H 3.224 2.200 -0.274
21 H 5.048 1.441 -1.745
22 H 4.838 -0.718 -2.984
23 H 2.770 -2.040 -2.726
24 H 0.700 -2.507 -1.850
25 H -4.728 -1.310 1.253
26 H -6.675 -2.833 1.583
27 H -6.628 -5.110 0.614
28 H -4.654 -5.854 -0.680
29 H -2.727 -4.314 -0.989
30 I -1.366 2.679 1.458
31 C -1.110 3.601 -0.396
32 C -0.997 4.959 -0.470
33 C -0.918 5.582 -1.734
34 C -1.002 4.827 -2.866
35 C -1.141 3.417 -2.798
36 C -1.294 2.650 -3.976
37 C -1.461 1.300 -3.880
38 C -1.416 0.658 -2.622
39 C -1.223 1.319 -1.425
40 C -1.150 2.753 -1.537
41 H -0.981 5.558 0.432
42 H -0.813 6.659 -1.794
43 H -0.972 5.296 -3.844
44 H -1.291 3.153 -4.938
45 H -1.603 0.708 -4.778
46 H -1.519 -0.422 -2.621
47 C 2.194 1.498 3.051
48 S 2.528 -0.252 2.926
49 C 4.269 -0.151 2.498
50 O 2.478 -0.793 4.325
51 H 2.880 1.945 3.772
52 H 1.162 1.584 3.390
53 H 2.261 1.935 2.056
54 H 4.365 0.367 1.543
55 H 4.628 -1.174 2.400
56 H 4.810 0.363 3.294
57 C -0.759 -3.915 3.975
58 N -0.795 -2.515 3.646
59 C -1.631 -1.525 4.275
60 C -1.333 -0.296 3.417
61 O -1.755 0.808 3.681
62 N -0.528 -0.668 2.359
63 C -0.240 -1.956 2.554
64 N 0.585 -2.657 1.770
65 H -1.094 -4.041 5.002
66 H 0.263 -4.291 3.915
67 H -1.407 -4.511 3.323
68 H -1.359 -1.348 5.316
69 H -2.696 -1.765 4.202
70 H 0.818 -2.210 0.892
71 H 0.471 -3.655 1.732



The following is a quantum chemistry calculation of a 2-piece molecular cluster, C3H4N2O overall, from the OMol25 dataset.

Results
Energy above the lowest of the compared OMol25 structures with the same formula, charge and spin ... 141.97 kcal/mol
E ... -301.2610 hartree
2S+1 ... 1
Gap between HOMO and LUMO ... 9.419 eV
Max |F| ... 0.671 eV/Å

Element x y z (Å)
1 O -2.534 0.198 0.984
2 C -1.323 0.696 0.853
3 C -0.228 1.180 0.746
4 C 2.250 -0.271 -0.454
5 N 1.289 -0.936 -0.708
6 N 0.280 -1.503 -1.134
7 H -3.162 0.931 0.915
8 H 0.744 1.587 0.585
9 H 3.136 -0.524 0.106
10 H -0.471 -1.374 -0.447



The following is a quantum chemistry calculation of a 40-piece molecular cluster, H80O40 overall at a distorted geometry, from the OMol25 dataset.

Results
Energy above the lowest of the compared OMol25 structures with the same formula, charge and spin ... 146.03 kcal/mol
E ... -3057.5246 hartree
2S+1 ... 1
Gap between HOMO and LUMO ... 10.255 eV
Max |F| ... 2.850 eV/Å

Element x y z (Å)
1 H 0.315 3.149 0.069
2 H 0.731 3.326 -1.412
3 O 0.427 2.672 -0.767
4 H -5.224 3.203 -2.422
5 H -3.679 2.899 -2.240
6 O -4.430 3.565 -2.002
7 H 6.063 -1.724 -1.608
8 H 4.949 -0.915 -1.007
9 O 5.340 -1.165 -1.921
10 H -4.659 -1.057 0.300
11 H -4.757 -2.159 -0.412
12 O -5.395 -1.444 -0.215
13 H 3.476 -0.323 2.787
14 H 3.895 0.603 1.624
15 O 3.220 -0.044 1.874
16 H -0.301 5.505 2.618
17 O 0.119 4.874 2.020
18 H -0.755 -5.530 2.681
19 O -0.240 -6.143 2.124
20 H 1.097 -4.360 -2.255
21 H 2.492 -4.485 -2.838
22 O 1.948 -3.864 -2.331
23 H 2.159 2.580 2.354
24 H 1.486 1.726 1.380
25 O 1.464 2.650 1.684
26 H -0.728 -3.104 1.340
27 H 0.113 -1.913 0.822
28 O -0.194 -2.810 0.574
29 H -1.577 1.547 -5.861
30 H -0.919 1.300 -4.558
31 O -1.245 2.042 -5.101
32 H 4.592 1.254 -3.970
33 O 4.211 0.424 -3.677
34 H 0.113 -4.207 4.551
35 H 0.825 -4.716 3.400
36 O 1.049 -4.323 4.270
37 H 3.133 -2.605 3.103
38 H 3.910 -2.319 4.343
39 O 3.375 -1.855 3.679
40 H -3.514 -2.375 -3.154
41 H -2.155 -2.006 -2.269
42 O -2.882 -2.601 -2.469
43 H -1.888 0.182 2.991
44 H -0.702 1.249 3.256
45 O -1.550 0.903 3.555
46 H -2.241 -3.384 2.788
47 H -2.275 -4.275 1.526
48 O -1.730 -4.046 2.297
49 H -3.557 4.807 -2.588
50 H -2.239 5.760 -3.104
51 O -2.556 4.975 -2.653
52 H 3.117 4.661 -1.787
53 O 2.240 4.980 -2.016
54 H -0.061 -3.361 -4.644
55 H 0.968 -2.386 -5.191
56 O -0.016 -2.497 -5.079
57 H -0.981 1.552 5.415
58 O -0.512 1.910 6.206
59 H -1.904 -3.979 -2.770
60 H -1.552 -5.488 -2.876
61 O -1.231 -4.599 -3.081
62 H 0.184 -0.530 0.225
63 H 1.323 -0.511 1.232
64 O 0.427 -0.196 1.100
65 H -1.596 3.003 -2.882
66 H -2.136 2.710 -1.572
67 O -2.079 2.279 -2.442
68 H -1.520 0.398 -1.329
69 H -2.841 0.518 -0.621
70 O -2.386 -0.026 -1.311
71 H -4.107 2.160 -0.100
72 H -2.725 2.193 0.770
73 O -3.436 1.672 0.390
74 H -1.270 0.469 -2.994
75 H -0.506 -0.728 -3.510
76 O -0.369 0.217 -3.324
77 H 4.398 2.633 -0.568
78 H 3.518 3.898 -0.035
79 O 4.314 3.371 0.065
80 H 1.239 0.963 -1.310
81 H 0.800 -0.248 -2.128
82 O 1.355 0.001 -1.352
83 H 4.173 3.805 2.166
84 H 4.332 3.266 3.680
85 O 3.964 3.931 3.098
86 H 3.569 0.297 -0.199
87 H 3.601 0.472 -1.740
88 O 3.981 0.809 -0.912
89 H -2.893 -1.161 -5.742
90 O -2.664 -1.237 -4.806
91 H 5.092 -3.515 0.185
92 H 4.056 -4.215 -0.799
93 O 4.984 -4.097 -0.570
94 H 1.602 4.264 -1.929
95 H 0.408 4.186 2.634
96 H 0.263 2.149 5.672
97 H -0.403 -5.739 1.257
98 H 4.917 -0.242 -3.532
99 H -1.985 -1.937 -4.810
100 O 3.031 -2.335 -5.162
101 H 2.817 -2.557 -4.253
102 H 3.494 -1.495 -5.035
103 O -4.408 1.785 4.102
104 H -3.512 2.181 4.014
105 H -4.350 1.411 4.991
106 O -4.920 3.458 2.059
107 H -4.702 4.242 2.578
108 H -5.085 3.808 1.174
109 O 0.387 -0.947 5.172
110 H 0.181 -0.373 5.919
111 H 1.149 -0.591 4.702
112 O -3.017 -5.206 -0.502
113 H -3.039 -4.456 -1.099
114 H -2.119 -5.553 -0.542
115 O 2.075 2.975 4.921
116 H 2.514 3.657 4.381
117 H 2.775 2.325 5.050
118 O -3.665 -0.163 2.578
119 H -4.516 -0.493 2.888
120 H -3.847 0.805 2.755



- What is the formula in the first record?
  C51H86N4O16P